1.
Molecular formula: C12H21CuN5S2
Method: DFT, ωB97M-V with the def2-TZVPD basis set

Results
- energy above the lowest of the compared OMol25 structures with the same formula, charge and spin (kJ/mol) = 145.05
- LUMO level (spin up / spin down) (eV) = -7.11 / -10.11
- orbital gap (spin up / spin down) (eV) = 6.848 / 3.672
- F_max (eV Å⁻¹) = 2.32
- HOMO (spin up / spin down) (eV) = -13.96 / -13.78

The geometry in ORCA input format:
```
! RIJCOSX wB97M-V def2-TZVPD def2/J DEFGRID3
* xyz 2 2
Cu -0.583 -0.343 -0.258
N 0.102 -1.024 1.536
C -0.775 -0.580 2.631
C -1.188 0.846 2.397
N -1.559 1.128 0.949
C -3.015 1.204 0.614
C -3.643 -0.170 0.560
N -2.727 -1.121 -0.169
H 0.251 -2.025 1.613
H 1.059 -0.605 1.525
H -0.234 -0.542 3.594
H -1.672 -1.228 2.695
H -0.342 1.484 2.671
H -2.061 1.079 3.063
H -1.145 2.040 0.729
H -3.146 1.632 -0.380
H -3.539 1.896 1.348
H -4.639 -0.067 0.074
H -3.804 -0.569 1.570
H -3.123 -1.239 -1.115
H -2.783 -2.002 0.316
C -1.733 0.073 -3.219
C -0.247 -0.009 -3.141
N 0.407 -0.109 -1.974
C 1.796 -0.116 -2.172
C 2.136 0.038 -3.492
S 0.800 0.005 -4.545
C 2.848 -0.042 -1.209
C 4.218 0.038 -1.526
S 5.203 0.080 -0.121
C 3.736 -0.030 0.831
N 2.605 -0.087 0.174
C 3.807 -0.051 2.328
H -2.171 0.733 -2.404
H -2.181 -0.931 -3.109
H -1.969 0.506 -4.200
H 3.157 0.131 -3.839
H 4.571 0.094 -2.528
H 4.745 -0.508 2.566
H 3.023 -0.579 2.856
H 3.818 0.973 2.761
*
```

=====

2.
Molecular formula: C12H22AsIrN4S4
Method: DFT, ωB97M-V with the def2-TZVPD basis set

Results
- energy above the lowest of the compared OMol25 structures with the same formula, charge and spin (kJ/mol) = 18.37
- LUMO level (spin up / spin down) (eV) = -0.09 / -0.52
- orbital gap (spin up / spin down) (eV) = 6.476 / 6.097
- F_max (eV Å⁻¹) = 0.53
- HOMO (spin up / spin down) (eV) = -6.56 / -6.61

The geometry in ORCA input format:
```
! RIJCOSX wB97M-V def2-TZVPD def2/J DEFGRID3
* xyz 0 5
Ir 0.137 -0.129 -1.393
C -1.725 1.263 0.958
C -0.340 1.911 0.862
N 0.176 1.932 -0.500
C -0.421 2.887 -1.435
C -1.756 2.418 -2.023
N -1.700 1.017 -2.448
C -2.885 0.215 -2.194
C -3.107 0.004 -0.681
N -1.868 0.063 0.109
H -2.495 1.979 0.671
H -1.921 1.014 2.007
H 0.376 1.344 1.458
H -0.396 2.920 1.294
H 1.202 2.058 -0.524
H 0.311 3.010 -2.235
H -0.565 3.866 -0.960
H -2.021 3.073 -2.860
H -2.559 2.522 -1.294
H -1.387 0.930 -3.407
H -2.714 -0.748 -2.678
H -3.797 0.652 -2.625
H -3.574 -0.972 -0.539
H -3.816 0.742 -0.293
H -1.788 -0.767 0.679
S 3.236 2.040 -1.304
As 3.293 0.664 -2.966
S 4.045 -1.131 -1.651
S 1.212 -0.226 -3.385
S 3.655 -2.818 -2.561
C 2.221 -3.048 4.042
C 1.801 -2.460 2.728
C 2.430 -1.344 2.195
C 2.005 -0.818 0.987
N 0.997 -1.360 0.295
C 0.398 -2.452 0.788
C 0.760 -3.020 1.991
H 3.174 -2.640 4.372
H 2.314 -4.132 3.970
H 1.476 -2.835 4.812
H 3.261 -0.877 2.705
H 2.480 0.049 0.533
H -0.374 -2.887 0.165
H 0.250 -3.909 2.337
*
```

=====

3.
Molecular formula: C12H22B4F8N2O2V
Method: DFT, ωB97M-V with the def2-TZVPD basis set

Results
- energy above the lowest of the compared OMol25 structures with the same formula, charge and spin (kJ/mol) = 76.43
- LUMO level (eV) = -2.21
- orbital gap (eV) = 3.036
- F_max (eV Å⁻¹) = 4.65
- HOMO (eV) = -5.24

The geometry in ORCA input format:
```
! RIJCOSX wB97M-V def2-TZVPD def2/J DEFGRID3
* xyz -1 1
O 0.480 -2.004 3.432
V -0.606 -1.470 2.401
O 0.035 -0.306 1.546
B -2.634 -0.680 2.942
H -2.191 0.278 2.717
H -2.603 -1.296 2.057
H -2.094 -1.197 3.719
H -3.623 -0.574 3.358
B -0.606 -3.264 0.891
H -0.657 -4.139 0.263
H 0.395 -2.874 0.992
H -1.280 -2.496 0.542
H -0.979 -3.533 1.867
C 3.704 2.744 1.100
N 2.832 2.405 0.008
C 1.551 2.140 0.261
C 0.686 1.740 -0.791
C 1.195 1.577 -2.064
C 2.520 1.922 -2.312
C 3.336 2.270 -1.273
C 0.367 1.207 -3.161
C -0.920 1.787 -3.233
C -1.791 1.492 -4.309
N -1.375 0.609 -5.234
C -0.169 0.058 -5.163
C 0.751 0.266 -4.120
C -2.222 0.228 -6.408
H 3.405 3.769 1.322
H 4.720 2.794 0.709
H 3.484 1.991 1.857
H 1.245 2.374 1.270
H -0.365 1.585 -0.598
H 2.972 1.804 -3.285
H 4.406 2.356 -1.393
H -1.302 2.457 -2.478
H -2.827 1.798 -4.327
H 0.086 -0.719 -5.869
H 1.665 -0.302 -4.027
H -2.696 1.143 -6.764
H -2.867 -0.612 -6.148
H -1.571 -0.135 -7.203
B -1.811 -5.159 5.075
F -0.839 -6.137 5.079
F -2.772 -5.431 4.113
F -2.279 -5.204 6.363
F -1.221 -3.904 4.795
B 0.926 1.743 4.293
F 1.603 2.435 3.369
F -0.171 1.189 3.717
F 1.600 0.680 4.799
F 0.512 2.594 5.302
*
```